Below is a 9-piece molecular cluster, C30H85N7O9 overall, with properties calculated with ωB97M-V/def2-TZVPD.

Output
* multiplicity: 1
* gap between HOMO and LUMO: 9.60 eV
* net charge: 0
* LUMO energy: 0.53 eV
* HOMO energy: -0.3333 hartree
* structure (SMILES): COC[C@H](C)N.COC[C@H](C)N.COC[C@H](C)N.COC[C@H](C)N.COC[C@H](C)N.COC[C@H](C)N.COC[C@H](C)N.CO.CO
* calculated total energy: -61340.4022 eV
* molar mass: 688.0 g mol⁻¹
* energy relative to the best compared isomer or geometry (same formula, charge and spin): 43.4 kcal/mol

The geometry in XYZ format:
```
131
C30H85N7O9 (ωB97M-V/def2-TZVPD)
C 0.314 -0.305 0.068
O 0.752 -0.821 -1.170
H -0.437 0.455 -0.217
H -0.036 -1.085 0.747
H 1.078 0.248 0.576
H 0.267 -1.635 -1.333
C 1.593 1.520 3.309
O 1.563 2.974 3.003
H 0.580 1.217 3.670
H 1.710 0.916 2.413
H 2.324 1.278 4.045
H 2.457 3.215 2.682
C 1.789 -1.543 5.413
C 1.968 -3.029 5.302
C 1.912 -3.559 3.902
O 0.609 -3.362 3.423
C 0.426 -3.630 2.068
N 3.105 -3.455 6.073
H 1.122 -1.234 4.666
H 2.736 -1.029 5.383
H 1.307 -1.326 6.374
H 1.079 -3.388 5.813
H 2.138 -4.636 3.958
H 2.617 -3.020 3.289
H 1.088 -3.052 1.462
H -0.613 -3.287 1.783
H 0.651 -4.644 1.719
H 3.919 -3.029 5.732
H 3.252 -4.439 5.934
C -2.131 4.291 -4.134
C -1.745 2.892 -3.747
C -1.312 2.633 -2.328
O -0.123 3.343 -2.092
C 0.123 3.664 -0.730
N -2.915 2.011 -3.991
H -2.206 4.302 -5.224
H -1.306 4.993 -3.877
H -3.056 4.653 -3.687
H -0.938 2.741 -4.435
H -1.166 1.500 -2.360
H -2.141 2.902 -1.680
H 1.092 4.156 -0.657
H 0.139 2.759 -0.079
H -0.605 4.393 -0.316
H -2.640 1.030 -4.095
H -3.219 2.123 -5.000
C -3.186 2.772 2.583
C -2.952 3.191 4.065
C -3.857 2.244 4.932
O -5.162 2.688 4.851
C -6.177 1.823 5.249
N -1.529 2.966 4.421
H -4.263 2.739 2.491
H -2.797 1.815 2.334
H -2.823 3.534 1.900
H -3.277 4.242 4.236
H -3.421 2.190 5.953
H -3.861 1.203 4.508
H -7.171 2.247 4.935
H -6.239 1.627 6.312
H -6.054 0.864 4.751
H -1.303 3.509 5.242
H -0.884 3.111 3.649
C 0.838 0.021 -5.273
C 2.313 0.201 -4.873
C 2.535 1.547 -4.245
O 2.094 2.482 -5.204
C 2.530 3.793 -4.862
N 2.852 -0.848 -3.961
H 0.478 1.025 -5.582
H 0.290 -0.295 -4.403
H 0.723 -0.604 -6.138
H 2.873 0.224 -5.782
H 3.589 1.582 -4.121
H 2.083 1.750 -3.273
H 2.073 4.213 -3.966
H 2.407 4.348 -5.785
H 3.606 3.736 -4.622
H 2.763 -1.778 -4.329
H 2.265 -0.756 -3.169
C 4.471 1.938 -0.884
C 5.419 0.741 -0.873
C 4.897 -0.378 -0.014
O 4.648 0.093 1.284
C 4.296 -0.905 2.223
N 5.670 0.302 -2.279
H 4.667 2.579 -0.049
H 3.434 1.700 -0.792
H 4.627 2.473 -1.840
H 6.351 1.098 -0.476
H 5.673 -1.109 -0.039
H 3.959 -0.743 -0.482
H 3.434 -1.456 1.983
H 4.257 -0.325 3.113
H 5.193 -1.650 2.236
H 4.785 -0.015 -2.652
H 6.291 -0.504 -2.329
C 3.346 -5.325 -2.304
C 2.291 -4.272 -2.154
C 0.982 -4.837 -1.612
O 0.034 -3.848 -1.308
C -1.253 -4.399 -0.924
N 2.763 -3.247 -1.241
H 3.542 -5.738 -1.345
H 4.268 -5.044 -2.771
H 3.024 -6.241 -2.817
H 1.914 -3.893 -3.139
H 1.004 -5.455 -0.687
H 0.693 -5.572 -2.381
H -1.579 -5.253 -1.586
H -2.023 -3.646 -0.842
H -1.137 -4.903 0.038
H 3.748 -3.016 -1.371
H 2.322 -2.349 -1.379
C -6.071 1.523 -0.215
C -5.365 0.362 -0.942
C -5.943 -1.003 -0.609
O -6.195 -1.292 0.845
C -4.992 -1.346 1.545
N -5.433 0.333 -2.422
H -6.211 1.348 0.855
H -6.982 1.734 -0.808
H -5.421 2.392 -0.316
H -4.296 0.359 -0.680
H -5.327 -1.827 -1.075
H -6.987 -1.008 -1.041
H -4.211 -2.161 1.329
H -5.343 -1.519 2.590
H -4.521 -0.370 1.624
H -6.382 0.583 -2.645
H -4.804 0.984 -2.818
```